Record 1
A cluster of 4 separate species, C19H30BrN4O5S in total. Source: the Open Molecules 2025 dataset; level of theory: ωB97M-V with the def2-TZVPD basis set.

Results
E_HOMO: -11.65 eV
frontier orbital gap: 7.7 eV
electronic energy: -117258.920 eV

ORCA input file:
```
! wB97M-V def2-TZVPD RIJCOSX def2/J DEFGRID3
* xyz 1 1
O 4.850 -3.402 -0.838
S 5.314 -2.094 -1.191
O 5.698 -1.229 -0.111
C 4.040 -1.228 -2.130
C 2.773 -2.011 -2.251
C 2.637 -3.095 -3.145
C 1.470 -3.782 -3.264
C 0.336 -3.434 -2.498
C -0.901 -4.100 -2.611
C -1.935 -3.683 -1.841
N -1.777 -2.658 -0.956
Br -3.228 -2.124 0.079
C -0.634 -2.017 -0.822
C 0.483 -2.367 -1.588
C 1.702 -1.669 -1.481
H 6.373 -2.135 -2.044
H 3.875 -0.292 -1.608
H 4.446 -0.975 -3.110
H 3.470 -3.397 -3.764
H 1.378 -4.614 -3.948
H -1.033 -4.910 -3.307
H -2.904 -4.145 -1.909
H -0.561 -1.212 -0.101
H 1.755 -0.853 -0.773
C -3.790 -1.755 4.126
C -5.128 -1.802 3.431
O -5.255 -2.236 2.288
N -6.206 -1.352 4.107
C -6.262 -0.811 5.454
H -3.031 -2.146 3.458
H -3.526 -0.730 4.384
H -3.810 -2.364 5.031
H -7.066 -1.413 3.583
H -6.928 -1.420 6.066
H -6.653 0.207 5.424
H -5.279 -0.797 5.911
C -2.193 1.922 2.479
C -1.114 0.926 2.138
O -1.322 -0.286 2.165
N 0.102 1.413 1.802
C 0.530 2.805 1.718
H -3.102 1.380 2.726
H -1.900 2.525 3.339
H -2.395 2.575 1.630
H 0.781 0.697 1.597
H 0.880 3.023 0.710
H 1.354 2.968 2.411
H -0.280 3.481 1.966
C 4.164 5.031 -2.142
C 2.795 4.657 -1.628
O 2.517 4.702 -0.440
N 1.866 4.268 -2.544
C 2.013 4.159 -3.985
H 4.784 5.318 -1.299
H 4.630 4.184 -2.648
H 4.099 5.873 -2.831
H 0.972 4.039 -2.139
H 1.297 4.816 -4.479
H 1.815 3.133 -4.300
H 3.014 4.435 -4.296
*
```

Atomic partial charges in e from the Mulliken method, atoms 1 to 6: -0.540 0.936 -0.595 -1.339 0.817 -0.407

---

Record 2
A structure of composition C19H30Cl2NO4P2Ru. Source: the Open Molecules 2025 dataset; level of theory: ωB97M-V with the def2-TZVPD basis set.

Results
E_HOMO (spin up / spin down): -8.91 / -11.50 eV
⟨S²⟩: 6.06
frontier orbital gap (spin up / spin down): 5.8 / 5.9 eV
electronic energy: -76064.244 eV

ORCA input file:
```
! wB97M-V def2-TZVPD RIJCOSX def2/J DEFGRID3
* xyz 1 5
C -3.869 -0.582 -1.840
C -2.461 -0.626 -1.533
N -2.070 -0.335 -0.228
C -2.990 -0.265 0.748
C -4.338 -0.456 0.493
C -4.797 -0.557 -0.813
C -1.475 -1.033 -2.423
P 0.244 -0.973 -1.899
Ru 0.048 -0.160 0.246
P -0.881 0.840 2.218
C -2.481 -0.082 2.144
C 2.082 0.502 0.405
C 3.102 -0.407 0.110
C 4.450 -0.069 0.322
C 4.815 1.219 0.740
C 3.789 2.170 0.934
C 2.436 1.821 0.747
O -1.343 2.571 -4.555
O 1.306 4.022 -2.432
H -4.158 -0.643 -2.894
H -5.001 -0.448 1.336
H -5.865 -0.653 -1.018
C 0.476 -2.789 -1.994
C 1.458 -0.317 -3.102
H -3.187 0.456 2.778
H -2.241 -1.065 2.580
H -1.651 1.661 -4.452
H -1.783 -1.255 -3.431
C 0.003 0.508 3.720
C -1.298 2.602 2.187
H 2.840 -1.394 -0.285
H 5.217 -0.823 0.179
H 5.860 1.484 0.904
H 4.056 3.189 1.214
H 1.639 2.570 0.847
H 0.168 1.352 -0.382
H 1.891 3.196 -2.273
H 0.507 3.631 -2.815
H -1.997 3.036 -3.953
H -0.441 1.441 0.225
H 0.302 -3.145 -3.021
H 1.459 -3.121 -1.648
H -0.289 -3.228 -1.338
H 1.350 -0.662 -4.140
H 1.428 0.782 -3.117
H 2.490 -0.577 -2.815
H -1.903 2.831 3.070
H -0.388 3.216 2.225
H -1.864 2.885 1.291
H -0.555 0.948 4.559
H 0.116 -0.577 3.826
H 0.998 0.963 3.619
Cl -1.001 -3.976 2.984
C 0.697 -3.967 2.379
Cl 0.984 -4.987 0.932
C 0.909 -2.494 1.892
O 1.733 -1.753 2.443
O 0.070 -2.256 0.923
H 1.404 -4.218 3.182
*
```

Atomic partial charges in e from the Mulliken method, atoms 1 to 6: -1.057 0.621 0.729 0.704 -0.979 -0.501

---

Record 3
A cluster of 4 separate species, C19H30ClFN4O8S in total. Source: the Open Molecules 2025 dataset; level of theory: ωB97M-V with the def2-TZVPD basis set.

Results
structure (SMILES): CN(C)C(=O)CC1=C(Cl)C(=O)C=C(S(=O)(=O)F)C1=O.CN(C)C=O.CN(C)C=O.CN(C)C=O
E_HOMO: -8.44 eV
frontier orbital gap: 7.3 eV
electronic energy: -68603.214 eV

ORCA input file:
```
! wB97M-V def2-TZVPD RIJCOSX def2/J DEFGRID3
* xyz 0 1
C 1.845 -1.891 -0.151
N 1.210 -0.590 -0.399
C 1.744 0.485 0.453
C -0.195 -0.663 -0.223
O -0.746 -1.156 0.731
C -0.993 -0.050 -1.356
C -2.413 0.106 -0.943
C -3.089 1.247 -0.869
Cl -2.457 2.784 -1.286
C -4.515 1.237 -0.406
O -5.356 1.998 -0.805
C -4.839 0.165 0.595
C -4.186 -0.981 0.503
S -4.467 -2.368 1.545
O -5.351 -3.273 0.909
O -3.257 -2.793 2.136
F -5.294 -1.635 2.667
C -3.164 -1.142 -0.593
O -3.016 -2.183 -1.187
H 1.178 -2.688 -0.478
H 2.092 -2.047 0.901
H 2.758 -1.946 -0.745
H 2.792 0.643 0.203
H 1.672 0.260 1.519
H 1.214 1.414 0.225
H -0.543 0.909 -1.612
H -0.901 -0.667 -2.251
H -5.602 0.356 1.337
C -3.172 -0.956 -4.147
O -2.923 0.222 -3.959
N -4.312 -1.408 -4.701
C -4.569 -2.820 -4.886
C -5.310 -0.437 -5.115
H -2.481 -1.764 -3.858
H -4.715 -3.052 -5.943
H -5.461 -3.126 -4.335
H -3.722 -3.394 -4.515
H -4.897 0.242 -5.861
H -5.637 0.163 -4.264
H -6.164 -0.963 -5.535
C 4.934 2.826 -1.260
O 4.160 1.916 -1.040
N 5.165 3.841 -0.402
C 6.095 4.909 -0.697
C 4.444 3.844 0.859
H 5.520 2.899 -2.191
H 6.895 4.943 0.045
H 5.587 5.875 -0.705
H 6.539 4.742 -1.677
H 4.668 2.941 1.429
H 3.368 3.869 0.684
H 4.739 4.719 1.434
C 3.484 -0.589 3.823
O 3.098 -0.800 2.689
N 2.997 -1.216 4.910
C 3.474 -0.935 6.246
C 1.950 -2.208 4.716
H 4.270 0.149 4.058
H 3.894 -1.833 6.704
H 2.663 -0.570 6.879
H 4.250 -0.173 6.203
H 2.303 -3.012 4.070
H 1.078 -1.758 4.241
H 1.667 -2.617 5.683
*
```

Atomic partial charges in e from the Mulliken method, atoms 1 to 6: -0.888 0.233 -1.074 0.188 -0.641 -1.328

---

Record 4
A cluster of 3 separate species, C19H30ClN2O11S2 in total. Source: the Open Molecules 2025 dataset; level of theory: ωB97M-V with the def2-TZVPD basis set.

Results
E_HOMO: -4.73 eV
frontier orbital gap: 7.0 eV
electronic energy: -79878.425 eV

ORCA input file:
```
! wB97M-V def2-TZVPD RIJCOSX def2/J DEFGRID3
* xyz -1 1
O 3.252 3.999 1.441
C 3.164 3.217 0.447
Cl 3.877 1.554 0.665
C 2.482 3.789 -0.877
C 1.076 3.111 -1.279
C 0.145 4.256 -1.901
C -0.643 5.152 -0.833
C -2.079 5.514 -1.518
O -2.042 5.949 -2.707
N -3.366 5.341 -0.791
C -4.041 4.080 -1.141
C -5.353 3.698 -0.348
C -6.159 2.383 -0.655
C -5.698 1.396 -1.785
C -4.398 1.755 -2.551
C -3.600 3.078 -2.240
N 1.377 2.173 -2.429
O 2.427 1.360 -2.136
C 0.397 2.211 -0.140
O 0.186 2.554 1.070
O -0.052 0.931 -0.522
H 3.271 3.759 -1.718
H 2.276 4.914 -0.700
H 0.852 4.975 -2.475
H -0.538 3.810 -2.719
H -0.901 4.630 0.150
H -0.133 6.143 -0.566
H -3.203 5.399 0.237
H -5.750 4.378 0.495
H -7.112 2.098 -0.071
H -6.255 0.443 -2.072
H -4.007 1.039 -3.366
H -2.677 3.275 -2.874
H 1.521 2.703 -3.300
H 2.055 0.471 -1.924
O 2.639 -1.417 4.771
S 2.404 -2.083 3.517
O 1.263 -2.939 3.313
O 3.746 -2.887 3.090
C 4.272 -3.854 3.997
C 3.416 -5.106 4.045
C 2.424 -0.884 2.216
H 4.394 -3.418 4.994
H 5.271 -4.117 3.639
H 2.425 -4.891 4.449
H 3.875 -5.869 4.678
H 3.273 -5.512 3.040
H 3.297 -0.246 2.329
H 1.512 -0.290 2.303
H 2.438 -1.402 1.258
O -1.536 -6.485 -1.129
S -0.276 -5.795 -1.048
O 0.635 -6.001 0.049
O -0.531 -4.209 -1.228
C -1.431 -3.557 -0.327
C -0.829 -3.401 1.058
C 0.617 -6.058 -2.555
H -2.386 -4.090 -0.287
H -1.634 -2.566 -0.740
H -0.662 -4.373 1.526
H -1.492 -2.828 1.709
H 0.138 -2.899 1.001
H -0.044 -5.874 -3.400
H 0.952 -7.095 -2.560
H 1.477 -5.390 -2.577
*
```

Atomic partial charges in e from the Mulliken method, atoms 1 to 6: -0.534 0.407 -0.176 -0.656 1.773 -1.512